Record 1
{
  "formula": "C3H10OS2",
  "method": "ωB97M-V/def2-TZVPD",
  "e_above_lowest_ev": 4.778,
  "orbital_gap_ev": 4.11,
  "largest_force_ev_per_a": 1.50,
  "homo_energy_ev": -8.1871,
  "energy_ha": -991.73603,
  "symbols": ["C", "C", "S", "S", "C", "H", "H", "H", "H", "H", "H", "H", "H", "H", "H", "O"],
  "positions_angstrom": [[0.46, 1.73, -1.22], [1.42, 0.82, -0.45], [1.79, -0.67, -1.23], [-1.45, 0.79, 0.95], [-2.29, -0.48, 1.86], [0.91, 2.19, -2.08], [0.08, 2.47, -0.51], [-0.37, 1.12, -1.56], [2.39, 1.35, -0.34], [1.07, 0.71, 0.61], [-2.56, -1.37, 1.29], [-1.56, -0.79, 2.62], [-3.13, -0.06, 2.40], [0.71, -2.20, 0.18], [-0.42, -1.15, 0.40], [-0.25, -2.11, 0.31]],
  "nbo_charge": [-0.626, -0.662, 0.156, -0.035, -0.807, 0.218, 0.216, 0.233, 0.288, 0.276, 0.233, 0.252, 0.237, 0.471, 0.467, -0.916]
}

---

Record 2
{
  "formula": "C3H10OS2",
  "method": "ωB97M-V/def2-TZVPD",
  "e_above_lowest_ev": 1.468,
  "orbital_gap_ev": 8.74,
  "smiles": "CCO.CSS",
  "largest_force_ev_per_a": 3.60,
  "homo_energy_ev": -8.7368,
  "energy_ha": -991.85769,
  "symbols": ["C", "S", "S", "H", "H", "H", "H", "C", "O", "C", "H", "H", "H", "H", "H", "H"],
  "positions_angstrom": [[-2.63, 0.08, 2.11], [-1.88, 0.36, 0.48], [-3.30, -1.07, -0.32], [-3.60, 0.42, 2.08], [-2.48, -0.89, 2.52], [-2.10, 0.77, 2.71], [-2.39, -1.56, -1.19], [1.98, -0.51, -1.00], [3.30, -0.44, -0.30], [1.65, 1.00, -1.25], [1.21, -0.95, -0.40], [2.17, -1.03, -1.98], [3.06, -0.30, 0.64], [0.98, 1.47, -0.61], [1.44, 1.14, -2.35], [2.59, 1.51, -1.13]],
  "nbo_charge": [-0.722, 0.084, -0.155, 0.214, 0.225, 0.218, 0.139, -0.079, -0.733, -0.649, 0.176, 0.184, 0.459, 0.206, 0.207, 0.228]
}